No. 1
{
  "formula": "C34H82F6N7O14PtS2",
  "method": "ωB97M-V with the def2-TZVPD basis set",
  "gap_ha": [0.2030, 0.2393],
  "spin_multiplicity": 4,
  "energy_ev": -116887.5528,
  "elements": ["Pt", "C", "F", "F", "F", "S", "O", "O", "N", "S", "O", "O", "C", "F", "F", "F", "C", "C", "C", "O", "C", "N", "H", "H", "H", "H", "H", "H", "H", "H", "H", "H", "H", "C", "C", "C", "O", "C", "N", "H", "H", "H", "H", "H", "H", "H", "H", "H", "H", "H", "C", "O", "C", "C", "N", "C", "C", "O", "C", "H", "H", "H", "H", "H", "H", "H", "H", "H", "H", "H", "H", "H", "H", "H", "C", "O", "C", "C", "N", "C", "C", "O", "C", "H", "H", "H", "H", "H", "H", "H", "H", "H", "H", "H", "H", "H", "H", "H", "C", "O", "C", "C", "N", "C", "C", "O", "C", "H", "H", "H", "H", "H", "H", "H", "H", "H", "H", "H", "H", "H", "H", "H", "C", "O", "C", "C", "N", "C", "C", "O", "C", "H", "H", "H", "H", "H", "H", "H", "H", "H", "H", "H", "H", "H", "H", "H"],
  "positions_angstrom": [[-1.14, -3.01, 1.86], [-0.65, -0.35, -1.55], [-1.36, -1.47, -1.92], [0.58, -0.59, -2.00], [-1.09, 0.74, -2.18], [-0.92, -0.13, 0.35], [-0.59, 1.25, 0.75], [-2.29, -0.43, 0.41], [0.03, -1.45, 1.08], [1.48, -0.83, 1.20], [2.50, -1.85, 1.34], [1.89, 0.16, 0.24], [1.53, -0.03, 2.93], [2.46, 0.97, 2.94], [0.36, 0.67, 3.18], [1.75, -0.95, 3.88], [-4.09, -1.33, 5.07], [-3.84, -1.79, 3.56], [-4.77, -0.94, 2.60], [-4.69, -1.32, 1.27], [-5.66, -0.66, 0.45], [-2.37, -1.54, 3.28], [-3.91, -0.26, 5.14], [-3.48, -1.96, 5.72], [-5.04, -1.70, 5.48], [-4.22, -2.81, 3.48], [-4.57, 0.12, 2.78], [-5.77, -1.00, 3.05], [-6.53, -1.30, 0.62], [-5.27, -0.90, -0.53], [-5.74, 0.42, 0.57], [-1.88, -1.76, 4.14], [-2.44, -0.53, 3.37], [1.02, -4.22, -5.32], [1.66, -2.89, -4.92], [0.64, -1.64, -4.95], [0.15, -1.58, -6.27], [-0.85, -0.47, -6.30], [2.19, -3.10, -3.60], [1.22, -4.38, -6.38], [-0.05, -4.30, -5.13], [1.32, -5.17, -4.87], [2.59, -2.70, -5.46], [1.24, -0.78, -4.65], [-0.15, -1.77, -4.22], [-0.92, -0.28, -7.37], [-0.49, 0.42, -5.77], [-1.73, -0.94, -5.86], [2.55, -4.03, -3.42], [2.85, -2.37, -3.37], [-6.68, -4.23, 2.53], [-5.46, -4.44, 1.75], [-4.42, -5.27, 2.45], [-3.30, -5.18, 1.47], [-3.08, -3.77, 1.14], [-2.99, -3.64, -0.34], [-1.72, -4.39, -0.87], [-0.68, -4.06, -0.05], [0.61, -4.12, -0.60], [-7.40, -5.05, 2.52], [-7.30, -3.45, 2.09], [-6.36, -3.94, 3.53], [-4.73, -6.29, 2.67], [-4.14, -4.69, 3.32], [-3.51, -5.75, 0.57], [-2.36, -5.64, 1.80], [-3.81, -3.09, 1.28], [-2.96, -2.57, -0.57], [-3.91, -4.06, -0.74], [-1.44, -4.22, -1.92], [-1.71, -5.46, -0.67], [0.77, -5.17, -0.84], [1.42, -3.85, 0.07], [0.74, -3.50, -1.49], [-3.47, 2.97, -1.14], [-3.48, 4.40, -0.86], [-2.51, 5.17, -1.52], [-2.83, 6.58, -1.07], [-4.14, 7.06, -1.62], [-4.19, 8.56, -1.70], [-3.87, 9.37, -0.42], [-4.28, 10.77, -0.38], [-3.71, 11.58, -1.30], [-2.44, 2.69, -0.91], [-3.74, 2.73, -2.17], [-4.07, 2.52, -0.35], [-2.54, 5.16, -2.61], [-1.48, 4.89, -1.31], [-1.99, 7.19, -1.40], [-2.82, 6.71, 0.02], [-4.97, 6.83, -1.09], [-5.16, 8.83, -2.11], [-3.70, 8.98, -2.59], [-2.78, 9.34, -0.45], [-4.11, 8.78, 0.47], [-3.71, 11.06, -2.26], [-2.66, 11.79, -1.10], [-4.16, 12.54, -1.55], [6.64, -6.67, 1.88], [6.03, -5.35, 1.53], [6.49, -4.29, 2.44], [5.72, -2.93, 2.13], [6.08, -1.87, 3.03], [5.26, -0.68, 2.81], [5.66, 0.44, 3.69], [5.32, 0.22, 5.01], [5.59, 1.38, 5.86], [6.15, -7.49, 1.35], [6.57, -6.81, 2.96], [7.60, -6.81, 1.38], [7.49, -4.13, 2.03], [6.40, -4.63, 3.47], [4.66, -3.11, 2.27], [5.78, -2.54, 1.12], [6.04, -2.29, 3.95], [4.24, -0.83, 3.17], [5.40, -0.48, 1.74], [5.26, 1.38, 3.31], [6.75, 0.43, 3.78], [6.63, 1.70, 5.94], [5.27, 1.03, 6.84], [5.07, 2.26, 5.49], [4.77, -1.04, -1.32], [4.32, 0.07, -2.12], [4.60, 1.34, -1.69], [4.21, 2.44, -2.61], [3.10, 2.06, -3.53], [1.92, 2.93, -3.39], [1.22, 2.96, -1.96], [1.99, 3.54, -0.88], [1.26, 3.98, 0.22], [4.42, -1.03, -0.29], [5.84, -0.95, -1.14], [4.35, -1.90, -1.83], [5.64, 1.28, -1.36], [4.10, 1.46, -0.73], [5.07, 2.64, -3.24], [3.99, 3.38, -2.10], [3.07, 1.07, -3.35], [1.28, 2.49, -4.15], [2.14, 3.91, -3.81], [0.94, 1.95, -1.66], [0.33, 3.49, -2.32], [0.85, 3.08, 0.68], [0.35, 4.53, 0.03], [1.88, 4.45, 0.99]]
}

=====

No. 2
{
  "formula": "C38H50CrN2O5SSbSi",
  "method": "ωB97M-V with the def2-TZVPD basis set",
  "total_charge": -1,
  "gap_ha": [0.2416, 0.2498],
  "e_above_lowest_kj_mol": 0.0,
  "spin_multiplicity": 5,
  "energy_ev": -107110.5806,
  "elements": ["Cr", "O", "C", "C", "O", "C", "C", "O", "C", "O", "O", "C", "C", "C", "C", "N", "C", "S", "N", "C", "C", "C", "C", "H", "H", "H", "H", "H", "H", "H", "H", "H", "H", "H", "H", "H", "H", "H", "H", "H", "H", "H", "H", "C", "Si", "C", "C", "H", "H", "H", "H", "H", "H", "H", "H", "H", "C", "C", "C", "C", "C", "C", "C", "Sb", "C", "C", "C", "C", "C", "C", "C", "C", "C", "C", "C", "C", "C", "C", "H", "H", "H", "H", "H", "H", "H", "H", "H", "H", "H", "H", "H", "H", "H", "H", "H", "H", "H", "H", "H"],
  "positions_angstrom": [[-0.79, 0.87, 1.40], [1.75, 5.13, 4.96], [1.24, 4.29, 4.27], [0.07, 4.48, 3.32], [-0.52, 5.53, 3.12], [-0.16, 3.17, 2.72], [0.73, 2.22, 3.23], [0.70, 1.00, 2.82], [1.67, 2.83, 4.16], [2.62, 2.32, 4.73], [-1.02, 2.85, 1.81], [-5.19, -1.85, 4.96], [-5.87, -1.27, 3.73], [-5.25, 0.04, 3.24], [-3.80, -0.09, 2.80], [-3.70, -0.98, 1.66], [-2.53, -1.50, 1.22], [-1.13, -1.50, 2.19], [-2.55, -2.01, -0.02], [-1.35, -2.47, -0.72], [-1.71, -3.35, -1.92], [-2.09, -4.79, -1.58], [-3.39, -4.94, -0.79], [-5.72, -2.72, 5.33], [-5.14, -1.11, 5.76], [-4.16, -2.16, 4.74], [-6.93, -1.10, 3.94], [-5.85, -2.01, 2.92], [-5.29, 0.78, 4.04], [-5.84, 0.45, 2.42], [-3.18, -0.49, 3.60], [-3.40, 0.89, 2.54], [-4.40, -0.82, 0.95], [-3.29, -1.68, -0.63], [-0.73, -3.00, -0.01], [-0.79, -1.59, -1.05], [-0.83, -3.36, -2.57], [-2.50, -2.87, -2.50], [-1.27, -5.25, -1.02], [-2.17, -5.35, -2.51], [-3.31, -4.52, 0.21], [-3.66, -6.00, -0.69], [-4.21, -4.43, -1.29], [-1.57, 3.09, -1.33], [-2.17, 1.36, -0.75], [-2.23, 0.32, -2.38], [-4.06, 1.65, -0.49], [-2.09, 3.41, -2.24], [-0.50, 3.11, -1.52], [-1.76, 3.82, -0.54], [-2.48, 0.99, -3.22], [-3.02, -0.43, -2.35], [-1.30, -0.19, -2.65], [-4.46, 2.27, -1.30], [-4.29, 2.16, 0.45], [-4.64, 0.72, -0.53], [3.45, -0.36, 2.49], [4.29, -0.98, 1.41], [5.45, -1.66, 1.76], [6.29, -2.21, 0.80], [5.97, -2.08, -0.55], [4.81, -1.41, -0.91], [3.96, -0.87, 0.05], [2.19, 0.24, -0.51], [3.29, 1.90, -1.33], [4.11, 1.72, -2.44], [4.81, 2.79, -2.99], [4.68, 4.05, -2.43], [3.86, 4.23, -1.33], [3.16, 3.17, -0.76], [2.29, 3.42, 0.44], [1.82, -0.80, -2.36], [2.03, -2.18, -2.40], [1.75, -2.93, -3.53], [1.22, -2.30, -4.65], [0.97, -0.94, -4.61], [1.25, -0.18, -3.48], [0.91, 1.29, -3.49], [3.79, -0.66, 3.48], [2.39, -0.61, 2.40], [3.51, 0.73, 2.46], [5.71, -1.76, 2.81], [7.19, -2.74, 1.10], [6.62, -2.49, -1.31], [4.58, -1.31, -1.96], [4.20, 0.74, -2.89], [5.45, 2.63, -3.85], [5.22, 4.89, -2.85], [3.77, 5.22, -0.89], [2.33, 4.47, 0.74], [2.60, 2.82, 1.29], [1.24, 3.18, 0.24], [2.44, -2.69, -1.53], [1.93, -4.00, -3.54], [0.98, -2.87, -5.54], [0.52, -0.45, -5.47], [0.02, 1.46, -4.10], [1.74, 1.88, -3.91], [0.71, 1.68, -2.50]]
}